C17H48AsF6O13S7 | ωB97M-V/def2-TZVPD

Last column: Mulliken charge in e.
Atoms and positions in Å:
As -8.472 2.032 -6.963  2.161
F -9.336 3.436 -6.381  -0.474
F -10.005 1.184 -6.850  -0.533
F -7.639 0.589 -7.561  -0.431
F -6.935 2.862 -7.108  -0.652
F -8.086 1.417 -5.363  -0.498
F -8.802 2.446 -8.620  -0.536
O -11.488 -4.406 -6.282  -0.629
S -11.657 -3.056 -5.782  1.231
O -12.907 -2.622 -5.227  -0.628
O -10.497 -2.745 -4.667  -0.316
C -10.724 -1.546 -3.949  -0.132
C -9.461 -0.833 -3.529  -1.070
C -11.122 -1.850 -7.087  -1.050
H -11.274 -1.759 -3.025  0.257
H -11.380 -0.846 -4.475  0.351
H -9.236 -1.100 -2.488  0.401
H -9.576 0.246 -3.495  0.254
H -8.544 -1.168 -4.014  0.199
H -11.645 -2.192 -7.974  0.530
H -10.049 -1.713 -7.006  0.271
H -11.574 -0.913 -6.765  0.347
O -5.431 -4.539 -5.034  -0.592
S -6.088 -5.726 -5.505  1.209
O -6.279 -6.886 -4.671  -0.625
O -7.583 -5.232 -5.988  -0.373
C -7.703 -4.313 -7.086  -0.589
C -7.151 -2.901 -6.754  -0.705
C -5.285 -6.228 -7.029  -0.901
H -8.764 -4.314 -7.324  0.352
H -7.155 -4.744 -7.928  0.330
H -6.103 -2.820 -7.036  0.469
H -7.276 -2.724 -5.692  0.337
H -7.699 -2.205 -7.391  0.091
H -4.286 -6.556 -6.745  0.381
H -5.154 -5.318 -7.608  0.300
H -5.845 -7.058 -7.445  0.307
O -4.717 8.637 -6.105  -0.624
S -5.661 8.945 -7.151  1.194
O -5.228 9.229 -8.502  -0.599
O -6.759 7.783 -7.241  -0.255
C -7.177 7.267 -5.954  -0.343
C -7.960 5.970 -6.167  -0.831
C -6.724 10.341 -6.746  -1.047
H -7.772 8.016 -5.431  0.397
H -6.323 6.978 -5.347  0.351
H -7.316 5.270 -6.701  -0.096
H -8.905 6.070 -6.692  0.358
H -8.108 5.460 -5.216  0.386
H -6.227 11.276 -6.993  0.396
H -6.900 10.444 -5.673  0.351
H -7.662 10.188 -7.269  0.317
C -5.094 2.644 -4.072  -0.595
S -3.308 3.007 -4.025  0.419
O -2.608 1.890 -3.344  -0.652
C -2.997 2.851 -5.820  -0.613
H -5.749 3.505 -4.023  0.290
H -5.172 1.885 -3.292  0.429
H -5.320 2.076 -4.978  -0.015
H -3.738 3.208 -6.532  -0.184
H -2.909 1.775 -6.034  0.407
H -2.004 3.167 -6.146  0.437
C -4.494 5.718 -8.192  -0.815
S -3.756 4.646 -9.468  0.368
O -2.483 4.077 -8.950  -0.631
C -4.999 3.312 -9.453  -0.085
H -4.217 5.250 -7.245  0.279
H -5.543 5.927 -8.369  0.261
H -3.959 6.667 -8.235  0.412
H -5.459 3.178 -10.427  0.434
H -5.716 3.379 -8.635  -0.412
H -4.437 2.399 -9.240  0.304
C -7.406 -0.087 -11.355  -0.898
S -5.676 -0.672 -11.535  0.397
O -4.875 0.557 -11.781  -0.571
C -5.536 -1.051 -9.726  -0.553
H -7.715 0.251 -12.353  0.421
H -7.441 0.912 -10.910  0.230
H -8.000 -0.881 -10.918  0.329
H -6.046 -1.937 -9.341  0.269
H -6.008 -0.217 -9.208  -0.098
H -4.470 -1.198 -9.569  0.429
C -12.368 2.338 -10.006  -0.630
S -12.568 1.677 -11.687  0.434
O -11.806 2.521 -12.652  -0.616
C -11.587 0.186 -11.339  -0.760
H -12.836 3.319 -9.948  0.398
H -11.303 2.539 -9.878  0.047
H -12.784 1.540 -9.399  0.301
H -12.298 -0.556 -10.962  0.362
H -10.710 0.290 -10.699  0.095
H -11.181 -0.313 -12.224  0.375

## Properties
Energy relative to the best compared isomer or geometry (same formula, charge and spin): 0.000 eV
HOMO energy: -6.5 eV
Frontier orbital gap: 8.3 eV
Calculated total energy: -7276.9468 hartree
Net charge: -1